[1]
ORCA calculation (ωB97M-V with the def2-TZVPD basis set) on a molecular structure, CH3NO.

Output
LUMO in eV: 0.98
Orbital gap in hartree: 0.4031
ΔE to the lowest compared entry with this formula, charge and spin in eV: 3.004

Geometry (Å):
C  -0.118  -0.172  -0.384
N  1.005  -0.350  0.212
O  -1.294  0.301  0.076
H  -0.257  -0.194  -1.485
H  1.355  0.402  0.719
H  -0.690  0.014  0.862

Cartesian forces, eV/Å:
C 1.2997 0.8094 -4.9791
N -1.9167 -0.9298 -2.4223
O 2.7876 -1.1193 2.5680
H 0.5418 -1.2900 0.2629
H 0.4451 1.1306 2.1976
H -3.1576 1.3990 2.3730

Formally, the natural (NBO) partial charges of the atoms, in units of the elementary charge, are as follows: 0.418 -0.812 -0.630 0.149 0.380 0.495

=====

[2]
ORCA calculation (ωB97M-V with the def2-TZVPD basis set) on a molecular structure, C45H45MnNO3P.

Output
LUMO (spin up / spin down) in eV: -5.77 / -5.78
Net charge: +2
Orbital gap (spin up / spin down) in hartree: 0.2711 / 0.2728
Multiplicity: 5

Geometry (Å):
Mn  0.450  -0.980  -0.298
C  2.385  1.992  -1.307
C  2.521  0.646  -0.578
C  2.979  -0.492  -1.293
C  3.494  -0.322  -2.680
C  2.968  -1.728  -0.708
C  3.414  -2.960  -1.487
C  2.508  -1.858  0.616
C  2.511  -3.152  1.375
C  2.124  -0.719  1.396
C  1.776  -0.772  2.887
C  2.203  0.577  0.785
C  1.950  1.914  1.518
H  3.361  2.503  -1.514
H  1.699  2.674  -0.818
H  1.930  1.811  -2.234
H  4.509  -0.803  -2.646
H  3.637  0.736  -2.915
H  2.856  -0.836  -3.433
H  4.505  -2.891  -1.614
H  2.920  -2.904  -2.464
H  3.271  -3.926  -0.958
H  3.505  -3.456  1.703
H  2.253  -3.972  0.692
H  1.839  -3.228  2.164
H  2.573  -0.258  3.405
H  1.671  -1.754  3.331
H  0.894  -0.223  3.164
H  2.020  1.795  2.638
H  1.004  2.419  1.231
H  2.764  2.650  1.216
O  -0.637  -2.314  1.644
C  -0.820  -2.282  0.481
C  -1.941  -2.835  -0.319
C  -2.999  -3.407  0.309
C  -4.020  -3.969  -0.426
C  -4.045  -3.804  -1.828
C  -2.956  -3.167  -2.487
C  -1.899  -2.693  -1.718
P  -0.401  -1.870  -2.363
C  0.190  -2.861  -3.754
C  0.830  -4.021  -3.566
C  1.154  -4.833  -4.648
C  0.732  -4.559  -5.937
C  0.033  -3.388  -6.129
C  -0.254  -2.562  -5.059
C  -0.886  -0.196  -3.058
C  -2.135  0.362  -2.840
C  -2.483  1.572  -3.439
C  -1.555  2.245  -4.252
C  -0.305  1.773  -4.440
C  0.036  0.513  -3.931
H  -3.051  -3.522  1.404
H  -4.835  -4.399  0.119
H  -4.833  -4.188  -2.511
H  -3.108  -3.063  -3.565
H  0.949  -4.361  -2.517
H  1.566  -5.838  -4.422
H  0.910  -5.281  -6.759
H  -0.429  -3.117  -7.088
H  -0.835  -1.633  -5.232
H  -2.826  -0.239  -2.203
H  -3.471  2.070  -3.295
H  -1.799  3.165  -4.706
H  0.382  2.402  -5.029
H  0.941  -0.002  -4.058
C  1.680  2.207  5.796
O  0.410  1.946  5.164
C  -0.580  2.842  5.361
C  -0.433  4.105  5.867
C  -1.539  4.945  6.079
C  -2.816  4.491  5.807
C  -2.985  3.304  5.114
C  -1.888  2.489  4.910
N  -2.026  1.290  4.133
C  -1.792  1.140  2.851
C  -1.622  2.057  1.880
C  -1.828  3.442  2.045
C  -1.655  4.271  0.970
C  -1.281  3.734  -0.279
C  -0.975  2.407  -0.472
C  -1.168  1.505  0.588
O  -0.948  0.219  0.461
H  2.027  3.192  5.477
H  2.349  1.413  5.465
H  1.471  2.140  6.831
H  0.497  4.493  6.328
H  -1.277  5.921  6.498
H  -3.737  5.041  5.993
H  -3.982  2.978  4.878
H  -2.027  0.449  4.671
H  -1.775  0.048  2.630
H  -2.170  3.883  2.961
H  -1.792  5.330  1.031
H  -1.151  4.483  -1.135
H  -0.685  2.054  -1.456

Cartesian forces, eV/Å:
Mn 0.8010 1.0834 0.0024
C 1.1399 -0.0838 0.9352
C 0.0388 0.7600 -0.3171
C -0.7474 1.5563 -0.2551
C 0.9666 -0.5479 -0.1589
C -0.0885 -1.9028 0.8936
C 0.4005 0.3815 0.4595
C -0.2786 0.6220 2.0086
C 1.0710 -1.4204 -2.4644
C 0.3351 0.9478 -0.0585
C 0.4813 -0.1795 -0.4815
C -0.4692 0.1007 0.2669
C 1.0322 0.1998 0.4738
H -0.7558 -0.4365 0.3923
H 0.2545 0.0556 0.3354
H -0.5210 -0.2825 -1.5795
H -0.8490 0.3800 -0.5929
H -0.1016 -0.4098 -0.2339
H 0.5914 0.3384 0.3398
H -0.2716 0.0174 -0.2829
H 0.3486 -0.5150 0.1517
H -0.2893 0.7961 -0.5379
H 0.1695 0.3928 0.2355
H -0.1671 0.0988 0.1468
H -1.0540 0.1833 1.3100
H 0.4413 0.0255 0.2709
H 0.1218 -0.0566 -0.2328
H -0.6032 0.3546 -0.2974
H -0.3074 0.1413 -1.2465
H 0.5196 -0.5485 0.3604
H -0.8853 -1.0030 0.4214
O 0.1069 -0.2818 1.0119
C -0.9658 -0.8225 -0.7798
C 1.1164 0.7623 -0.6947
C -0.8930 -1.1620 1.4865
C -0.5239 0.7004 -1.4063
C 0.7367 -0.1245 -0.3270
C -1.3939 -0.4911 0.6725
C 0.0964 0.2347 -0.2788
P -0.4682 0.9256 -0.5630
C -1.7167 2.0935 -1.2977
C 0.9437 -2.0408 1.3905
C 0.0502 -1.9691 0.6260
C 0.5153 -0.5712 -0.2258
C -1.0986 0.7603 -0.6036
C -0.1621 1.2985 0.1887
C 1.0151 0.3564 -1.7766
C -0.9051 -0.7149 0.6117
C -0.4762 0.7242 -0.2439
C -1.6907 -0.3852 1.3503
C 2.0764 -1.1378 -0.5065
C -2.0166 -0.3862 2.0540
H 0.3015 0.2653 -0.6308
H -0.3767 -0.4057 -0.0803
H 0.3956 0.2382 1.0342
H 0.7748 0.1532 0.3086
H 0.4684 -0.0158 -0.8526
H -0.0092 0.8793 -0.2606
H -0.0814 0.6556 0.6693
H 0.4988 -0.2595 0.3101
H 0.4277 -0.7699 0.0526
H 0.2815 0.9337 -0.5356
H 0.8425 -0.8193 -0.0050
H -0.5167 0.9378 -0.3355
H -0.1317 -0.7432 0.2615
H 1.4091 -0.0556 -0.6462
C -0.7734 0.0297 -1.2196
O -0.0728 -0.3741 -0.5188
C -0.9421 -0.3342 -0.8322
C 0.4071 1.3033 1.5145
C 0.5207 -0.2617 0.1529
C -0.5614 0.8035 -0.5420
C 0.6999 -0.5126 1.0365
C 0.5333 0.2116 -0.3289
N 0.3661 0.4480 0.4191
C -0.6539 -3.1250 2.2315
C 0.7786 0.6175 -2.6399
C 0.0968 0.6202 -0.9119
C 0.1151 -0.4235 -0.3759
C 0.6692 1.4048 -1.0516
C -0.5018 0.2441 -0.1082
C -0.2982 -0.2032 0.6626
O 0.0248 0.9909 -0.0320
H 0.2864 -0.1345 0.2203
H -0.0676 0.1747 0.0960
H 0.4432 0.1622 1.2737
H -0.4174 -0.5574 -0.7702
H -0.6591 -0.3050 -0.0238
H 0.4808 0.2971 0.1868
H -0.1302 -0.1780 -0.3671
H -0.1361 -0.5544 0.2398
H 0.1581 1.0175 -0.4592
H 0.0426 -0.1335 0.2768
H -0.2034 0.3474 0.2205
H -0.2361 -1.3150 1.2022
H 0.0764 -0.0723 0.2050

These are the Löwdin partial charges, in e, on atoms 1 to 6: 0.769 -0.019 -0.171 -0.227 -0.009 -0.220

=====

[3]
ORCA calculation (ωB97M-V with the def2-TZVPD basis set) on a gas-phase ion, C5H6F2N (charge +1).

Output
LUMO in eV: -5.95
Net charge: +1
Orbital gap in hartree: 0.3048
ΔE to the lowest compared entry with this formula, charge and spin in eV: 3.997

Geometry (Å):
C  -0.176  -0.517  1.523
C  0.875  -0.872  0.743
C  -1.281  0.362  1.003
C  1.118  -0.537  -0.698
C  -1.480  0.430  -0.307
N  1.102  0.619  -1.297
F  1.614  0.846  -2.477
F  0.583  1.741  -0.878
H  -0.118  -0.805  2.505
H  1.641  -1.559  1.261
H  -1.882  0.984  1.599
H  1.345  -1.491  -1.254
H  -2.255  1.106  -0.719
H  -1.088  -0.309  -1.004

Cartesian forces, eV/Å:
C -0.3746 2.1132 -3.2891
C 0.4192 -0.1174 0.4924
C 1.7664 -1.4693 -0.6475
C -0.1913 -1.0248 1.4756
C -2.0467 -0.1493 -0.4758
N 0.8467 -1.2149 0.5487
F 0.0195 -0.4327 -0.9445
F 0.1980 0.0985 0.6664
H -0.2149 -0.7002 2.3082
H -1.0995 0.8838 -1.5806
H -0.3507 0.5008 1.2293
H 0.5437 1.7097 -0.1884
H 0.6637 -0.4193 0.2558
H -0.1797 0.2219 0.1496

These are the natural (NBO) partial charges, in e, on atoms 1 to 6: -0.033 -0.336 -0.245 0.126 -0.317 0.443

=====

[4]
ORCA calculation (ωB97M-V with the def2-TZVPD basis set) on C6H8N2O in the gas phase.

Output
LUMO in eV: 0.62
Orbital gap in hartree: 0.3468
ΔE to the lowest compared entry with this formula, charge and spin in eV: 5.770

Geometry (Å):
C  1.260  1.910  -0.061
C  -0.558  -0.302  0.526
C  -0.643  0.580  -0.717
C  0.395  -1.468  0.496
C  0.607  1.236  -0.965
C  1.779  -1.107  0.249
N  1.802  2.523  0.876
N  2.942  -0.705  0.435
O  2.436  -1.284  -0.900
H  -0.187  0.151  1.439
H  -1.584  -0.732  0.736
H  -0.824  -0.095  -1.599
H  -1.521  1.220  -0.635
H  0.167  -1.976  1.353
H  0.266  -2.060  -0.548
H  1.240  0.956  -1.859
H  2.541  1.985  1.400

Cartesian forces, eV/Å:
C 0.9924 0.8022 2.2962
C -1.6377 -0.5229 0.4428
C -1.5958 -2.2337 -0.1114
C -0.1789 -0.2538 -5.3508
C 3.0592 0.9533 -1.8760
C 1.2364 0.1209 0.0189
N 0.2992 -0.9489 -1.3228
N 0.1299 0.6306 2.3512
O -0.3131 -0.6900 -2.2068
H -0.6291 1.2378 0.1102
H 1.0730 0.4688 -0.0502
H -0.1375 0.5124 0.8348
H 0.1108 0.2367 -0.0395
H 0.1270 -1.9285 1.9810
H -0.3711 0.5732 2.6525
H -0.9965 0.6931 0.8424
H -1.1679 0.3487 -0.5725

These are the natural (NBO) partial charges, in e, on atoms 1 to 6: 0.451 -0.364 -0.423 -0.484 -0.463 0.526

=====

[5]
ORCA calculation (ωB97M-V with the def2-TZVPD basis set) on C10H19NO6S in the gas phase.

Output
LUMO in eV: 0.43
Orbital gap in hartree: 0.3890
ΔE to the lowest compared entry with this formula, charge and spin in eV: 2.142

Geometry (Å):
N  2.976  -1.165  0.650
C  1.616  -0.524  0.462
C  1.904  1.078  0.470
C  0.514  1.914  0.284
C  0.934  3.462  0.237
C  0.131  4.353  -0.810
O  0.790  4.869  -1.753
O  -1.250  4.658  -0.747
S  -0.263  1.271  -1.263
O  0.467  1.693  -2.518
O  -1.684  1.789  -1.393
O  -0.409  -0.398  -1.121
C  0.874  -1.029  -0.867
C  0.588  -2.627  -0.724
C  -0.962  -2.955  -0.452
C  -1.477  -2.487  0.995
C  -3.022  -2.033  1.031
O  -3.044  -0.583  1.182
H  3.385  -0.635  1.445
H  2.865  -2.131  0.991
H  1.043  -0.732  1.430
H  2.534  1.321  -0.461
H  2.437  1.384  1.427
H  -0.191  1.692  1.166
H  0.793  3.885  1.290
H  2.057  3.570  0.007
H  -1.601  4.346  -1.619
H  1.625  -0.916  -1.735
H  1.195  -3.110  0.111
H  0.910  -3.162  -1.695
H  -1.643  -2.605  -1.314
H  -1.055  -4.107  -0.465
H  -1.400  -3.389  1.711
H  -0.866  -1.653  1.469
H  -3.504  -2.467  1.982
H  -3.586  -2.340  0.083
H  -3.681  -0.235  0.515

Cartesian forces, eV/Å:
N -0.9207 0.5260 0.2875
C 0.3642 1.2483 1.1444
C -1.0846 -0.7703 -1.2807
C 1.7042 -0.7049 1.3579
C -0.7521 0.3881 0.1648
C 1.9795 2.3836 -3.4929
O -2.2012 -2.1022 3.5035
O 1.8523 -1.7481 0.1416
S -3.8611 2.6179 -4.7788
O -0.3683 -1.9329 4.0238
O 3.5767 -1.9748 1.5508
O 1.6433 2.4808 0.4803
C 1.9421 -2.1819 0.8103
C -0.8053 -0.1009 -0.6526
C 0.1402 -0.7958 0.1133
C -0.7909 -0.7229 0.2194
C 0.7733 0.0276 0.5717
O -0.9460 -0.5550 -1.2052
H -0.1368 -0.6764 -0.7979
H 0.0272 0.6337 -0.2659
H 0.0167 0.2199 -1.5999
H -0.6665 -0.2994 1.5067
H -0.7504 -0.2917 -1.2441
H 0.7640 0.2598 -1.6933
H -0.0440 -0.6388 -1.3884
H -1.9839 -0.1840 -0.0405
H 0.3019 0.4812 0.8262
H -1.3550 0.2789 1.1773
H -0.7002 0.8924 -1.0047
H -0.5231 0.9379 1.4788
H 1.1829 -0.1948 1.4604
H 0.1950 1.7449 -0.0854
H 0.0860 1.3170 -1.1097
H -0.8451 -0.9791 -0.8444
H 0.5153 0.4336 -1.5964
H 0.8006 0.2171 1.4050
H 0.8700 -0.2346 0.8570

These are the natural (NBO) partial charges, in e, on atoms 1 to 6: -0.833 -0.068 -0.425 -0.440 -0.504 0.775

=====

[6]
ORCA calculation (ωB97M-V with the def2-TZVPD basis set) on a molecular structure, C29H24ClCoN3O5P.

Output
LUMO (spin up / spin down) in eV: -8.37 / -8.49
Net charge: +2
Orbital gap (spin up / spin down) in hartree: 0.2414 / 0.2369

Geometry (Å):
Co  -0.803  -1.173  0.883
C  2.804  -0.889  0.790
C  2.006  -2.126  0.637
N  0.679  -2.243  0.695
C  0.343  -3.570  0.540
C  1.479  -4.281  0.363
N  2.497  -3.358  0.428
C  1.786  -5.726  0.128
O  0.759  -6.546  0.032
O  2.933  -6.044  0.000
C  -1.105  -3.845  0.648
O  -1.601  -4.932  0.550
O  -1.752  -2.706  0.904
H  2.144  -0.047  0.984
H  3.361  -0.684  -0.125
H  3.510  -0.990  1.614
H  3.471  -3.625  0.331
H  -0.116  -6.121  0.148
Cl  -1.464  2.088  5.184
C  -1.140  0.510  4.605
C  -0.985  -0.563  5.470
C  -0.720  -1.813  4.932
C  -0.625  -1.959  3.565
N  -0.774  -0.908  2.741
C  -1.029  0.312  3.241
H  -1.072  -0.419  6.539
H  -0.599  -2.679  5.566
H  -0.436  -2.920  3.116
H  -1.132  1.127  2.542
O  -0.468  0.609  0.531
P  -0.399  1.400  -0.819
C  1.001  0.834  -1.770
C  0.969  -0.440  -2.348
C  2.071  -0.913  -3.040
C  3.204  -0.114  -3.167
C  3.239  1.152  -2.600
C  2.138  1.630  -1.900
C  -1.891  1.094  -1.739
C  -3.089  0.974  -1.027
C  -4.277  0.767  -1.705
C  -4.276  0.694  -3.094
C  -3.093  0.831  -3.806
C  -1.897  1.031  -3.133
C  -0.237  3.114  -0.388
C  -0.801  4.083  -1.217
C  -0.632  5.425  -0.914
C  0.095  5.795  0.210
C  0.654  4.829  1.039
C  0.493  3.487  0.741
H  0.074  -1.052  -2.291
H  2.041  -1.889  -3.505
H  4.056  -0.476  -3.728
H  4.115  1.775  -2.713
H  2.161  2.624  -1.471
H  -3.101  1.062  0.054
H  -5.204  0.672  -1.157
H  -5.206  0.535  -3.622
H  -3.100  0.781  -4.886
H  -0.978  1.139  -3.695
H  -1.380  3.797  -2.088
H  -1.071  6.180  -1.551
H  0.221  6.843  0.445
H  1.214  5.126  1.915
H  0.929  2.734  1.388

Cartesian forces, eV/Å:
Co -0.3127 0.0941 0.1829
C -0.0070 0.0258 -0.0503
C -0.0688 -0.0913 -0.0354
N 0.3051 0.2161 0.0324
C -0.1733 0.0355 -0.0125
C -0.0389 -0.0161 0.0430
N -0.0119 -0.0081 0.0067
C -0.0155 0.0193 -0.2406
O 0.0376 -0.0410 0.0485
O 0.0088 0.0014 0.0914
C 0.1712 0.0656 0.0913
O -0.0346 -0.0293 -0.0698
O -0.0398 -0.0604 -0.1456
H -0.0200 0.0023 0.0166
H 0.0178 0.0007 -0.0093
H 0.0156 -0.0060 -0.0120
H -0.0006 -0.0009 0.0028
H -0.0047 0.0218 0.0653
Cl 0.0026 -0.0178 0.0032
C 0.0012 0.0433 0.0013
C 0.0013 -0.0113 -0.0327
C -0.0055 0.0222 0.0196
C 0.0289 -0.0524 -0.0475
N -0.0365 -0.0643 0.0686
C 0.0178 0.0327 -0.0128
H -0.0004 -0.0006 0.0047
H 0.0034 0.0001 -0.0010
H -0.0063 -0.0046 0.0073
H -0.0157 -0.0002 0.0296
O 0.1781 -0.1511 -0.0075
P -0.0229 0.0297 -0.0601
C 0.0191 0.0523 0.0185
C -0.0039 -0.0332 0.0329
C 0.0196 -0.0124 0.0017
C -0.0035 0.0128 0.0165
C -0.0131 -0.0049 0.0052
C 0.0112 0.0029 -0.0127
C -0.0093 -0.0319 0.0112
C -0.0058 -0.0233 0.0196
C -0.0180 -0.0094 -0.0302
C -0.0026 0.0041 0.0201
C 0.0002 0.0045 0.0119
C 0.0256 0.0189 -0.0228
C -0.0165 -0.0239 -0.0802
C -0.0277 0.0003 -0.0173
C 0.0178 0.0016 0.0206
C -0.0141 -0.0062 -0.0167
C -0.0016 0.0019 -0.0020
C 0.0224 0.0085 0.0350
H -0.0070 0.0139 -0.0002
H -0.0077 -0.0020 -0.0075
H 0.0038 -0.0048 0.0046
H 0.0021 -0.0012 -0.0073
H -0.0014 0.0002 -0.0028
H 0.0075 0.0052 0.0024
H -0.0012 -0.0005 0.0032
H -0.0012 -0.0001 -0.0019
H 0.0016 -0.0011 -0.0032
H 0.0123 -0.0098 0.0101
H 0.0087 -0.0053 0.0067
H -0.0008 0.0028 -0.0003
H 0.0034 -0.0004 0.0058
H 0.0041 -0.0026 0.0007
H 0.0017 -0.0122 0.0002

These are the natural (NBO) partial charges, in e, on atoms 1 to 6: 1.439 -0.672 0.462 -0.469 -0.035 0.069